ORCA calculation (ωB97M-V/def2-TZVPD) on a cluster of 2 separate species, C6H10O in total.

Results
* structure (SMILES): O=CC1=CCCC1.[H][H]
* HOMO level: -9.6 eV
* maximum force: 0.67 eV/Å
* energy above the lowest of the compared OMol25 structures with the same formula, charge and spin: 55.08 kcal per mole

Each line ends with the Löwdin charge.
Atoms and positions in Å:
O  2.19592  -1.00054  0.93664  0.0011
C  1.84324  -0.57385  -0.14186  -0.3074
C  -0.33725  -1.10735  -0.53557  -0.1538
C  -1.54017  -0.64478  0.25563  -0.1902
C  -1.63498  0.82953  -0.14818  -0.1813
C  -0.16729  1.22962  -0.18305  -0.0350
C  0.56908  0.12454  -0.31148  -0.2179
H  2.55185  1.00110  1.34159  0.0611
H  2.29796  -0.92319  -1.08614  0.1364
H  0.06216  -2.07501  -0.20503  0.1217
H  -0.51691  -1.18192  -1.61548  0.1274
H  -1.25817  -0.70253  1.31627  0.1269
H  -2.43215  -1.24583  0.08238  0.1103
H  -2.09555  0.91873  -1.14248  0.1143
H  -2.21927  1.42985  0.55311  0.1078
H  0.13795  2.27281  -0.09600  0.1067
H  2.54360  1.64884  0.97966  0.0717

Atomic forces in eV per Å
O 0.3 0.0 -0.6
C 0.5 -0.1 0.3
C -0.3 0.0 -0.1
C -0.3 0.0 0.0
C -0.2 0.1 0.0
C 0.1 -0.3 0.0
C -0.4 -0.5 0.1
H 0.1 0.5 0.1
H 0.3 0.0 0.0
H 0.0 0.4 0.0
H -0.2 -0.1 0.1
H -0.2 0.0 -0.2
H -0.1 0.1 0.0
H 0.0 0.1 0.1
H 0.1 0.0 -0.1
H 0.2 -0.5 0.1
H 0.1 0.3 0.2